{
  "formula": "C40H36N2O6S2",
  "method": "ωB97M-V/def2-TZVPD",
  "total_energy_ev": -78995.54900,
  "multiplicity": 1,
  "symbols": ["C", "C", "C", "C", "C", "S", "C", "C", "C", "C", "C", "C", "O", "O", "S", "C", "C", "C", "C", "C", "C", "O", "O", "C", "C", "H", "H", "H", "H", "H", "H", "H", "H", "H", "H", "H", "H", "H", "H", "H", "C", "O", "C", "C", "C", "C", "C", "C", "N", "C", "C", "C", "C", "C", "C", "N", "C", "C", "C", "C", "C", "O", "C", "C", "C", "H", "H", "H", "H", "H", "H", "H", "H", "H", "H", "H", "H", "H", "H", "H", "H", "H", "H", "H", "H", "H"],
  "xyz": [[-4.406719, 1.783786, 2.735721], [-4.114882, 1.087106, 1.553864], [-2.795096, 0.785192, 1.262659], [-1.716611, 1.245006, 2.068713], [-0.376825, 0.747877, 1.822654], [0.737320, 1.051888, 3.174912], [2.370460, 0.388722, 2.897095], [2.945532, -0.464737, 3.839128], [4.216741, -0.985672, 3.595790], [4.920114, -0.603943, 2.449220], [4.362566, 0.303291, 1.543161], [3.089403, 0.806904, 1.784877], [0.951398, 2.488410, 3.223043], [0.225594, 0.352932, 4.338690], [-0.322891, -0.927861, 1.222679], [-1.200513, -2.036856, 2.356398], [-0.530884, -2.532720, 3.478443], [-1.130586, -3.478653, 4.310222], [-2.424094, -3.923696, 4.023912], [-3.123156, -3.405326, 2.928326], [-2.511911, -2.462108, 2.098621], [-1.000927, -1.039791, -0.062034], [1.066167, -1.334139, 1.280349], [-2.042209, 2.098185, 3.157735], [-3.369185, 2.280468, 3.535480], [-5.445750, 1.915301, 3.032985], [-4.900868, 0.747329, 0.871676], [-2.570652, 0.219179, 0.366392], [2.374992, -0.730826, 4.725701], [4.639821, -1.699603, 4.303900], [5.907981, -1.014160, 2.253798], [4.887146, 0.617697, 0.637417], [2.636624, 1.508123, 1.097062], [0.472796, -2.185462, 3.702644], [-0.572730, -3.866787, 5.165011], [-2.885397, -4.681317, 4.654007], [-4.139159, -3.739359, 2.704137], [-3.046243, -2.060622, 1.240797], [-1.256785, 2.586606, 3.734755], [-3.583778, 2.809208, 4.467808], [5.384396, 6.335846, 3.415831], [4.726457, 5.366071, 2.563704], [3.440145, 5.613057, 2.203362], [2.739037, 4.566811, 1.542223], [1.419338, 4.750911, 1.222441], [0.813367, 6.007317, 1.468875], [1.485752, 7.067758, 2.068374], [2.802078, 6.854694, 2.475427], [-0.452093, 6.000666, 0.891461], [-1.347699, 7.138047, 0.823932], [-0.696084, 4.790184, 0.318657], [0.433770, 3.952848, 0.482371], [0.590206, 2.683084, -0.081752], [-0.287114, 2.230271, -1.092550], [-1.683672, 2.232088, -0.962179], [-2.257996, 1.665313, -2.060171], [-3.686274, 1.457076, -2.223532], [-1.273230, 1.353280, -2.990201], [-0.013951, 1.728182, -2.449181], [1.108295, 1.728104, -3.262890], [0.936599, 1.348658, -4.624953], [1.928187, 1.385051, -5.549732], [3.241000, 1.876379, -5.221428], [-0.332746, 0.939391, -5.123941], [-1.448111, 0.945871, -4.303603], [6.361397, 5.902209, 3.622094], [5.499329, 7.299383, 2.903162], [4.826609, 6.480544, 4.350490], [3.233847, 3.628833, 1.309426], [1.006337, 8.030452, 2.205353], [3.340098, 7.637894, 3.012946], [-0.958634, 7.928821, 1.467230], [-1.435472, 7.522750, -0.201018], [-2.347061, 6.843781, 1.160079], [-1.615825, 4.589310, -0.210836], [1.503920, 2.140307, 0.091189], [-2.271960, 2.609203, -0.132544], [-3.858574, 1.026420, -3.212941], [-4.058417, 0.772331, -1.449532], [-4.223023, 2.411394, -2.132750], [2.067199, 2.052770, -2.854940], [3.804100, 1.711509, -6.140884], [3.209573, 2.946119, -4.979308], [3.681875, 1.309699, -4.392454], [-0.385809, 0.649790, -6.168208], [-2.432002, 0.666521, -4.672407]],
  "forces_ev_per_a": [[-0.226, -0.106, -0.057], [0.160, 0.282, 0.651], [0.095, 0.310, 0.032], [-0.873, 0.150, 0.434], [0.904, -0.777, -0.415], [-0.136, -0.292, 0.049], [0.354, -0.098, -0.118], [-0.291, -0.004, -0.379], [-0.031, 0.255, -0.140], [-0.104, -0.011, -0.005], [-0.202, 0.043, 0.186], [0.166, -0.215, 0.070], [-0.222, -0.083, 0.159], [0.281, 0.375, 0.184], [0.412, 0.142, -0.148], [-0.389, -0.210, 0.232], [0.134, 0.028, -0.031], [-0.187, 0.158, -0.356], [0.043, 0.118, -0.109], [0.313, 0.098, 0.073], [0.214, 0.139, -0.046], [0.230, 0.162, 0.641], [-0.312, -0.087, 0.012], [-0.123, -0.124, -0.136], [-0.120, -0.024, -0.536], [0.205, 0.085, -0.024], [0.164, 0.097, 0.395], [-0.048, -0.016, 0.283], [0.096, -0.020, -0.191], [-0.012, 0.258, -0.222], [-0.163, 0.032, 0.064], [-0.023, -0.183, 0.378], [0.224, -0.240, 0.175], [-0.126, -0.062, -0.132], [-0.250, 0.105, -0.260], [0.042, 0.158, -0.099], [0.353, 0.095, 0.113], [0.161, -0.136, 0.118], [-0.265, -0.376, -0.093], [-0.008, -0.064, -0.398], [-0.381, -0.493, -0.493], [0.216, 0.457, 0.388], [-0.884, -0.011, -0.150], [1.119, 0.481, 0.709], [-0.912, 0.578, -0.221], [0.627, 0.016, -0.144], [0.119, -0.431, -0.019], [0.087, -0.556, -0.115], [-0.755, -1.261, -0.597], [-0.283, 0.111, -0.047], [1.065, 0.958, 0.546], [-0.150, 0.174, 0.545], [-0.240, 0.597, -0.134], [-1.383, -0.522, -0.978], [0.660, 0.039, -0.857], [0.035, 0.349, 0.652], [0.068, 0.003, 0.139], [0.242, 0.592, 0.438], [-1.064, -0.366, 0.765], [0.312, -0.348, -1.335], [-0.212, 0.397, 1.284], [0.527, -0.001, -0.145], [-0.821, -0.309, -0.071], [0.587, 0.172, 0.418], [0.341, -0.091, -0.204], [-0.101, 0.102, 0.014], [0.024, -0.202, 0.059], [0.098, -0.089, -0.192], [0.117, 0.200, 0.242], [0.129, -0.075, 0.095], [-0.258, -0.254, -0.319], [-0.208, -0.143, -0.101], [0.175, -0.111, 0.227], [0.202, 0.104, 0.056], [0.128, 0.207, 0.089], [0.150, 0.213, -0.383], [0.075, -0.396, -0.293], [-0.118, 0.112, 0.291], [0.080, 0.106, -0.268], [0.107, -0.257, -0.110], [-0.211, -0.122, -0.317], [0.091, 0.105, 0.254], [-0.009, -0.174, 0.011], [-0.050, 0.089, -0.140], [-0.046, 0.039, 0.137], [0.264, 0.047, -0.083]]
}